Record 1
A structure of composition C34H57N3O2SiTi, computed with ωB97M-V/def2-TZVPD.

```
98
Properties=species:S:1:pos:R:3
O 0.206 1.493 -3.696
O 0.212 -0.614 -4.684
C -1.116 2.161 -3.131
C -0.637 3.499 -2.687
H -1.578 1.516 -2.365
H -1.781 2.193 -4.011
H -0.160 3.397 -1.701
H -1.434 4.230 -2.618
H 0.150 3.825 -3.398
C 1.596 1.724 -3.098
C 2.290 2.179 -4.382
H 1.906 0.735 -2.747
H 1.539 2.500 -2.316
H 2.476 1.345 -5.090
H 3.236 2.635 -4.085
H 1.655 2.931 -4.905
C 1.045 -1.844 -4.928
C -0.348 0.101 -5.885
C 2.490 -1.615 -4.643
H 0.860 -2.147 -5.959
H 0.614 -2.639 -4.292
H 2.968 -1.023 -5.418
H 2.998 -2.569 -4.646
H 2.642 -1.144 -3.688
C 0.670 0.285 -6.935
H -0.637 1.055 -5.457
H -1.251 -0.433 -6.144
H 1.515 0.870 -6.580
H 0.199 0.849 -7.729
H 0.998 -0.663 -7.343
H 0.398 0.614 -4.213
N 0.744 0.337 0.846
C 0.791 -0.170 2.117
C 0.671 -1.538 2.457
C 0.883 -2.685 1.648
C 1.038 0.809 3.229
H 0.360 1.676 3.189
H 2.079 1.175 3.207
H 0.880 0.304 4.188
C 1.308 -4.017 2.167
H 2.188 -4.382 1.610
H 0.516 -4.776 2.045
H 1.568 -3.960 3.232
N 0.661 -2.612 0.337
C 1.205 1.696 0.611
C 0.314 2.786 0.695
C -1.154 2.579 0.935
C 0.797 4.107 0.615
H 0.091 4.926 0.716
C 2.149 4.359 0.407
H 2.510 5.393 0.326
C 3.038 3.293 0.329
H 4.096 3.469 0.191
C 2.582 1.969 0.441
C 3.598 0.867 0.440
C 0.593 -3.709 -0.562
C -0.640 -4.378 -0.740
C -1.796 -4.126 0.192
C -0.813 -5.177 -1.874
H -1.761 -5.709 -1.996
C 0.205 -5.293 -2.818
H 0.078 -5.943 -3.683
C 1.400 -4.586 -2.659
H 2.197 -4.647 -3.406
C 1.622 -3.813 -1.521
C 2.887 -3.018 -1.365
Ti -0.452 -1.047 -0.061
H -1.656 2.185 0.041
H -1.608 3.552 1.174
H -1.348 1.893 1.769
H 3.332 0.068 -0.268
H 3.722 0.429 1.443
H 4.569 1.278 0.137
H -2.665 -4.695 -0.175
H -2.127 -3.064 0.272
H -1.570 -4.478 1.210
H 3.229 -2.955 -0.321
H 2.778 -1.987 -1.746
H 3.688 -3.497 -1.948
H 0.557 -1.722 3.523
C -1.085 -1.371 -1.908
Si -2.390 -1.604 -3.290
H -0.390 -2.234 -2.064
H -1.947 -1.112 -1.194
C -3.383 -0.178 -4.048
C -3.764 -2.362 -2.191
C -2.266 -2.964 -4.638
H -3.278 -3.356 -4.851
H -1.672 -3.833 -4.306
H -1.867 -2.623 -5.606
H -3.663 0.511 -3.239
H -4.310 -0.605 -4.460
H -2.872 0.359 -4.854
H -3.827 -1.800 -1.241
H -3.582 -3.428 -1.973
H -4.731 -2.265 -2.719
N -3.511 -0.361 0.929
C -2.378 -0.605 0.764
```

E_HOMO (alpha / beta): -9.68 / -10.62 eV
2S+1: 2
E: -2783.1061 Eh
Kohn-Sham gap (alpha / beta): 7.5 / 8.5 eV
Total charge: +1

Löwdin atomic charge list, values in e, 5 entries:
1. O -0.18
2. O -0.22
3. C -0.06
4. C -0.05
5. H 0.11

Record 2
A structure of composition C34H57N3O3SiTi, computed with ωB97M-V/def2-TZVPD.

```
99
Properties=species:S:1:pos:R:3
O 1.072 1.681 0.587
O -1.814 6.022 -0.420
C 1.187 2.225 1.915
C 2.519 1.960 2.632
H 0.392 1.802 2.519
H 0.985 3.294 1.899
H 2.750 0.899 2.646
H 2.469 2.298 3.667
H 3.349 2.484 2.161
C 2.093 2.124 -0.316
C 2.198 3.626 -0.586
H 1.906 1.633 -1.264
H 3.064 1.776 0.030
H 1.331 3.972 -1.137
H 3.068 3.839 -1.206
H 2.298 4.212 0.326
C -2.624 6.345 -1.554
C -1.437 7.126 0.404
C -1.793 6.251 -2.835
H -3.105 7.321 -1.466
H -3.438 5.625 -1.619
H -0.968 6.961 -2.834
H -2.408 6.450 -3.712
H -1.374 5.251 -2.943
C -0.588 8.184 -0.317
H -0.861 6.734 1.240
H -2.320 7.591 0.842
H 0.295 7.739 -0.774
H -0.248 8.946 0.384
H -1.153 8.690 -1.098
H -3.098 3.730 0.561
N 1.468 -1.282 -0.544
C 1.309 -2.436 -1.103
C 0.117 -2.764 -1.831
C -0.992 -2.021 -1.999
C 2.374 -3.541 -1.172
H 2.934 -3.622 -0.242
H 3.083 -3.339 -1.973
H 1.944 -4.527 -1.348
C -2.110 -2.555 -2.894
H -2.347 -1.851 -3.692
H -3.012 -2.750 -2.322
H -1.833 -3.493 -3.375
N -1.193 -0.777 -1.421
C 2.802 -0.936 -0.201
C 3.367 -1.239 1.064
C 2.605 -1.992 2.145
C 4.697 -0.922 1.351
H 5.111 -1.140 2.325
C 5.515 -0.356 0.383
H 6.544 -0.121 0.611
C 5.016 -0.136 -0.893
H 5.672 0.265 -1.652
C 3.688 -0.442 -1.199
C 3.249 -0.210 -2.644
C -2.138 0.140 -1.939
C -3.470 0.141 -1.470
C -3.921 -0.775 -0.341
C -4.402 1.026 -2.020
H -5.419 1.042 -1.656
C -4.032 1.897 -3.040
H -4.759 2.577 -3.460
C -2.727 1.889 -3.523
H -2.456 2.565 -4.321
C -1.777 1.016 -2.985
C -0.369 1.027 -3.562
Ti 0.000 0.000 0.000
H 2.351 -1.340 2.980
H 3.222 -2.797 2.544
H 1.704 -2.464 1.762
H 2.167 -0.185 -2.764
H 3.652 -0.989 -3.291
H 3.622 0.749 -3.005
H -4.862 -0.453 0.104
H -3.170 -0.767 0.445
H -4.034 -1.803 -0.675
H -0.069 0.016 -3.839
H 0.328 1.384 -2.808
H -0.283 1.654 -4.449
H 0.153 -3.725 -2.318
C -4.013 3.184 0.663
Si -5.152 3.898 1.996
H -4.512 3.373 -0.277
H -3.976 2.130 0.777
C -4.208 4.530 3.488
C -6.351 2.599 2.604
C -6.220 5.280 1.312
H -6.992 5.565 2.026
H -6.718 4.969 0.395
H -5.639 6.171 1.091
H -3.741 3.713 4.036
H -4.875 5.044 4.179
H -3.430 5.232 3.200
H -5.839 1.666 2.825
H -7.117 2.396 1.859
H -6.856 2.924 3.512
O 1.563 -4.223 0.870
C 1.130 -3.053 0.629
N 0.681 -1.842 0.379
```

E_HOMO (alpha / beta): -8.90 / -8.70 eV
2S+1: 2
E: -2858.1251 Eh
Kohn-Sham gap (alpha / beta): 5.5 / 5.5 eV
Total charge: +1

Löwdin atomic charge list, values in e, 5 entries:
1. O -0.28
2. O -0.19
3. C -0.20
4. C -0.03
5. H 0.12

What are the molar mass values for these records? In order: 615.8, 631.8 g/mol.
What are the max |F| values for these records? In order: 3.34, 12.54 eV/A.